Computed, not measured: the ion C5H11N3 with charge +2 at a distorted geometry, with ωB97M-V/def2-TZVPD.

Each line ends with the Mulliken charge.
Atoms and positions in Å:
C -2.236 -0.347 0.004  0.05
C 0.329 -0.802 -0.156  0.80
C 0.976 0.503 -0.233  0.45
C 2.138 0.777 0.734  -1.15
C 0.396 1.373 -1.062  -1.06
N -1.056 -1.104 -0.119  -0.18
N -2.494 0.771 0.665  -0.20
N 1.057 -1.915 -0.119  -0.33
H -2.995 -0.707 -0.621  0.40
H 2.425 1.808 0.533  0.38
H 3.023 0.160 0.490  0.39
H 1.689 0.596 1.742  0.32
H -0.268 1.158 -1.826  0.37
H -2.011 1.184 1.471  0.31
H 0.889 2.264 -1.120  0.36
H -1.204 -2.046 -0.430  0.25
H -3.451 1.129 0.511  0.31
H 2.132 -1.951 -0.145  0.30
H 0.662 -2.851 -0.319  0.25

Summary:
- SMILES = C=C(C)C(=[NH2+])NC=[NH2+]
- total charge = +2
- frontier orbital gap (eV) = 8.80
- HOMO energy (eV) = -18.66

Computed, not measured: an isolated molecule of C5H11N3O at a distorted geometry, with ωB97M-V/def2-TZVPD.

Each line ends with the Mulliken charge.
Atoms and positions in Å:
C -2.211 0.227 -0.970  -0.91
C -0.226 1.480 -1.380  -1.00
C 1.694 -2.122 0.355  -1.11
N -0.810 0.406 -0.554  0.37
C 1.171 0.128 1.438  0.27
C 0.845 -0.883 0.347  0.84
N 0.094 0.597 2.137  -0.39
N -0.098 -0.755 -0.546  -0.82
O 2.325 0.454 1.666  -0.60
H -0.801 0.520 1.664  0.26
H 0.253 1.398 2.732  0.26
H -2.285 -0.114 -2.008  0.32
H -2.697 -0.519 -0.330  0.32
H 0.801 1.691 -1.065  0.29
H -0.205 1.205 -2.441  0.36
H -0.791 2.411 -1.265  0.32
H -2.775 1.159 -0.858  0.31
H 2.738 -1.854 0.170  0.26
H 1.614 -2.613 1.329  0.31
H 1.364 -2.818 -0.421  0.35

Summary:
- SMILES = C/C(=N/N(C)C)C(N)=O
- total charge = 0
- frontier orbital gap (eV) = 9.03
- HOMO energy (eV) = -8.25

Computed, not measured: a cluster of 4 separate species, C5H11N3O in total at a distorted geometry, with ωB97M-V/def2-TZVPD.

Each line ends with the Mulliken charge.
Atoms and positions in Å:
C 0.796 2.066 -2.090  -0.68
C 1.482 0.461 -0.462  -0.04
C -0.319 -1.331 0.202  -0.87
C -1.331 -0.704 0.853  0.52
C -1.963 0.675 0.701  -0.36
H 0.797 3.157 -0.698  0.13
H -0.103 2.203 -3.285  0.22
H 2.224 1.702 -2.770  0.15
H 2.337 1.088 0.032  0.33
H 1.776 -0.807 2.066  0.23
H 2.298 -1.871 0.864  0.22
H 0.031 -2.396 0.598  0.35
H -0.610 -1.717 -0.963  0.27
H -1.122 -1.146 2.067  0.11
H -2.344 1.389 1.498  0.25
H -2.007 1.270 -0.357  0.18
N 0.602 0.982 -1.244  -0.22
N 1.073 -0.535 0.314  0.46
N 2.080 -0.988 1.115  -0.78
O -2.693 -0.760 0.554  -0.48

Summary:
- total charge = 0
- frontier orbital gap (eV) = 8.08
- HOMO energy (eV) = -8.00

Computed, not measured: a cluster of 2 separate species, C5H11N3O in total, with ωB97M-V/def2-TZVPD.

Each line ends with the Mulliken charge.
Atoms and positions in Å:
C 0.786 0.879 0.675  -0.76
C -1.772 -0.317 0.559  -1.32
C 0.736 0.661 2.186  -1.24
N -0.129 -0.594 -1.301  0.42
C -0.369 -0.777 0.206  0.68
C 0.605 0.414 -1.526  0.59
N -0.604 -1.554 -2.232  -0.76
N 1.054 1.286 -2.255  -0.57
O 0.143 -1.786 0.679  -0.67
H -0.418 -1.222 -3.172  0.27
H -0.086 -2.413 -2.061  0.26
H 2.006 1.618 -2.184  0.29
H 1.830 0.806 0.360  0.38
H 0.383 1.856 0.405  0.36
H -1.904 -0.375 1.637  0.35
H -1.978 0.694 0.212  0.32
H -2.475 -1.009 0.089  0.40
H -0.254 0.868 2.596  0.29
H 1.003 -0.366 2.442  0.33
H 1.442 1.333 2.685  0.39

Summary:
- total charge = 0
- frontier orbital gap (eV) = 8.11
- HOMO energy (eV) = -7.91

Computed, not measured: a structure of composition C5H11N3O at a distorted geometry, with ωB97M-V/def2-TZVPD.

Each line ends with the Mulliken charge.
Atoms and positions in Å:
C -1.908 -0.045 0.578  -0.56
C -2.634 -0.371 -0.695  -0.94
N -0.223 0.690 0.222  0.10
C 2.307 0.186 0.085  0.18
C 0.450 -0.430 0.095  0.53
N 0.137 1.647 1.146  -0.64
N 2.852 0.576 -1.093  -0.34
C 0.416 -1.743 -0.021  -1.01
O 2.880 0.292 1.154  -0.60
H 0.457 2.474 0.656  0.25
H 0.886 1.354 1.786  0.30
H 2.293 0.560 -1.928  0.23
H 3.845 0.771 -1.147  0.25
H -2.262 0.848 1.084  0.38
H -1.840 -0.865 1.293  0.38
H 1.287 -2.253 -0.401  0.26
H -0.443 -2.334 0.253  0.30
H -2.561 0.452 -1.405  0.28
H -3.699 -0.536 -0.499  0.35
H -2.240 -1.271 -1.164  0.29

Summary:
- total charge = 0
- frontier orbital gap (eV) = 8.73
- HOMO energy (eV) = -7.83

Computed, not measured: the ion C5H11N3O with charge +2 at a distorted geometry, with ωB97M-V/def2-TZVPD.

Each line ends with the Mulliken charge.
Atoms and positions in Å:
C -1.325 -0.198 -0.887  0.70
C 0.721 -0.116 0.415  0.29
C -0.688 -0.829 -2.144  -0.52
C 1.107 1.433 2.533  -0.95
C 1.608 0.550 1.249  -0.58
N -0.600 0.003 0.245  -0.07
N 1.310 -1.802 -1.703  -0.35
N -2.625 0.083 -0.822  -0.32
O 0.037 -2.054 -1.945  -0.04
H -1.391 -1.044 -2.942  0.45
H 0.007 0.051 -2.618  0.38
H 1.336 0.732 3.445  0.32
H 0.072 1.718 2.594  0.37
H 1.728 2.365 2.388  0.36
H 2.577 -0.052 1.278  0.48
H 1.963 1.470 0.761  0.30
H -1.199 0.471 0.964  0.28
H 1.706 -2.744 -1.466  0.30
H -3.325 -0.234 -1.520  0.34
H -3.021 0.197 0.173  0.28

Summary:
- total charge = +2
- frontier orbital gap (alpha / beta) (eV) = 6.70 / 7.98
- HOMO energy (alpha / beta) (eV) = -17.29 / -18.53

Computed, not measured: a structure of composition C5H11N3O3 at a distorted geometry, with ωB97M-V/def2-TZVPD.

Each line ends with the Mulliken charge.
Atoms and positions in Å:
C 1.613 -0.223 1.395  -0.52
C 0.304 -0.222 0.390  0.30
C -0.543 -1.589 0.355  -0.71
C -0.733 -1.982 -1.031  -0.32
C -0.862 -0.486 -1.604  -0.70
H 2.261 1.163 -0.232  0.40
H 2.263 -1.644 1.555  0.24
H 0.929 0.224 2.945  0.21
H -0.518 0.225 1.024  0.18
H -0.225 -2.460 0.926  0.46
H -1.486 -1.216 1.266  0.21
H 0.056 -2.597 -1.737  0.26
H -1.949 -2.338 -1.161  0.23
H -0.673 -0.448 -2.662  0.42
H -2.026 -0.239 -1.435  0.27
H -0.555 2.777 1.182  0.45
N 0.232 0.309 -0.875  -0.13
N -0.269 1.685 -0.869  0.50
N 0.615 2.547 -0.786  -0.23
O 2.362 1.013 0.899  -0.47
O -1.228 1.922 0.403  -0.61
O 0.432 3.577 0.049  -0.43

Summary:
- total charge = 0
- frontier orbital gap (eV) = 8.59
- HOMO energy (eV) = -9.50

Computed, not measured: the ion C5H11N4 with charge +1 at a distorted geometry, with ωB97M-V/def2-TZVPD.

Each line ends with the Mulliken charge.
Atoms and positions in Å:
C 1.889 -1.374 -0.422  -0.20
C 0.442 0.907 -0.062  0.33
C 2.598 -0.249 0.378  -0.39
C -2.634 -0.483 0.640  -1.05
C -1.564 -0.565 -0.491  -0.78
N 0.655 -1.370 -0.606  -0.78
N 1.759 0.975 0.161  -0.17
N -0.192 -0.375 -0.205  0.77
N -0.300 1.945 -0.453  -0.32
H 2.440 -2.165 -0.834  0.47
H 2.557 -0.551 1.451  0.27
H 3.623 0.142 0.048  0.32
H -2.722 0.498 1.168  0.28
H -3.523 -0.850 0.321  0.43
H -2.234 -1.060 1.524  0.31
H -1.789 -1.652 -0.798  0.33
H -1.904 -0.125 -1.419  0.50
H 2.133 1.826 0.356  0.17
H 0.030 2.810 -0.100  0.26
H -1.264 1.716 -0.657  0.24

Summary:
- SMILES = CCN1N=CCNC1=[NH2+]
- total charge = +1
- frontier orbital gap (eV) = 10.41
- HOMO energy (eV) = -13.65

Computed, not measured: the ion C5H11N4OS with charge +1 at a distorted geometry, with ωB97M-V/def2-TZVPD.

Each line ends with the Mulliken charge.
Atoms and positions in Å:
C -0.511 -1.976 -0.419  0.26
C -1.268 1.377 -0.670  -0.73
C -0.464 0.620 1.987  -0.78
C -0.243 0.322 -0.947  0.41
C 0.248 -0.322 1.016  -0.15
N -0.646 -0.937 -1.342  -0.22
N -0.027 -1.649 0.786  -0.11
N 0.933 0.693 -1.531  -0.56
N 1.691 -0.042 0.778  -0.30
O -0.688 -3.134 -0.736  -0.60
S -1.982 1.126 0.972  -0.07
H -1.001 2.385 -1.029  0.44
H -2.085 1.140 -1.351  0.35
H -1.112 -0.016 2.709  0.31
H -0.090 1.510 2.425  0.47
H -1.322 -0.955 -2.063  0.24
H -0.041 -2.352 1.526  0.27
H 1.033 1.700 -1.372  0.36
H 1.215 0.439 -2.479  0.25
H 2.266 0.323 1.528  0.33
H 1.771 0.554 -0.231  0.39
H 2.325 -0.807 0.444  0.42

Summary:
- total charge = +1
- frontier orbital gap (eV) = 9.40
- HOMO energy (eV) = -12.70

Computed, not measured: a cluster of 2 separate species, C5H11N5 in total at a distorted geometry, with ωB97M-V/def2-TZVPD.

Each line ends with the Mulliken charge.
Atoms and positions in Å:
C 0.347 1.558 -1.045  -0.21
C -0.681 -2.889 0.846  -1.19
C -1.146 0.535 1.308  -1.13
C -0.171 -1.680 0.141  -0.37
C 0.008 -0.445 0.962  0.73
N 1.676 1.618 -1.392  0.21
N -0.132 2.465 -1.937  0.24
N 1.881 2.391 -2.546  -0.38
N 0.789 2.817 -2.838  -0.37
N 1.158 -0.194 1.372  -0.76
H -1.035 -3.563 0.081  0.35
H -1.511 -2.709 1.531  0.33
H 0.195 -3.454 1.328  0.27
H -1.713 0.206 2.294  0.31
H -0.678 1.547 1.522  0.33
H -1.648 0.513 0.405  0.30
H -0.875 -1.433 -0.613  0.33
H 0.842 -1.988 -0.272  0.24
H -1.034 2.906 -2.006  0.23
H 2.521 1.118 -1.143  0.28
H 1.207 0.681 2.001  0.27

Summary:
- total charge = 0
- frontier orbital gap (eV) = 10.02
- HOMO energy (eV) = -9.15

Computed, not measured: a cluster of 2 separate species, C5H11N5O in total at a distorted geometry, with ωB97M-V/def2-TZVPD.

Each line ends with the Mulliken charge.
Atoms and positions in Å:
C 3.695 1.008 -0.316  0.11
C -0.617 -0.623 -0.416  0.14
C -0.548 0.840 0.067  -0.60
C -2.016 1.286 0.233  -0.56
C -2.070 -1.012 -0.110  -0.73
H 4.051 1.981 -0.597  0.41
H 0.369 -2.384 -0.191  0.24
H 0.282 -1.513 1.167  0.28
H -0.484 -0.657 -1.508  0.30
H -0.022 0.895 1.016  0.31
H -0.003 1.461 -0.634  0.19
H -2.259 1.378 1.307  0.28
H -2.221 2.255 -0.250  0.31
H -3.754 0.199 -0.115  0.24
H -2.154 -1.311 0.959  0.31
H -2.439 -1.848 -0.720  0.36
N 4.281 -0.134 -0.469  -0.31
N 3.388 -1.030 0.062  -0.46
N 2.369 -0.471 0.495  0.38
N 0.425 -1.446 0.175  -0.54
N -2.783 0.219 -0.421  -0.45
O 2.512 0.908 0.264  -0.20

Summary:
- SMILES = N[C@@H]1CCNC1.c1nnno1
- total charge = 0
- frontier orbital gap (eV) = 9.22
- HOMO energy (eV) = -8.33

Computed, not measured: a structure of composition C5H11N5OsS3 at a distorted geometry, with ωB97M-V/def2-TZVPD.

Each line ends with the Mulliken charge.
Atoms and positions in Å:
Os 0.521 0.545 -0.412  0.86
N 2.499 -0.185 -0.578  -0.57
N 3.097 -0.589 0.654  -0.27
C 2.413 -0.487 1.788  0.86
N 2.881 -0.833 2.947  -0.30
S 0.770 0.180 1.717  -0.05
H 2.532 -1.009 -1.188  0.44
H 3.124 0.509 -1.004  0.40
H 4.035 -0.986 0.596  0.28
H 3.829 -1.187 3.088  0.28
H 2.317 -0.767 3.793  0.26
S 0.067 -1.011 -1.860  -0.06
C -1.632 -0.671 -1.390  0.52
N -2.597 -1.468 -1.150  -0.03
C -3.719 -0.905 -0.335  -0.56
C -3.378 0.566 0.019  -0.34
S -1.785 0.958 -0.857  -0.01
H -2.615 -2.456 -1.423  0.31
H -3.790 -1.515 0.566  0.35
H -4.637 -0.986 -0.920  0.37
H -3.253 0.740 1.086  0.43
H -4.063 1.279 -0.442  0.40
N 1.133 3.461 -1.579  0.03
C 0.935 2.416 -1.170  0.03
H 1.314 4.402 -1.946  0.38

Summary:
- total charge = +4
- frontier orbital gap (eV) = 7.42
- HOMO energy (eV) = -24.98